No. 1
This record from OMol25 describes a structure of composition C12H9INO5 at a distorted geometry. The level of theory is ωB97M-V with the def2-TZVPD basis set.

Output
- energy (Eh) = -1191.1094
- HOMO level (eV) = -3.487
- spin multiplicity = 1
- frontier orbital gap (eV) = 4.170
- strongest force on any atom (eV/Å) = 5.61
- charge = -1
- M (g/mol) = 374.1

Each line ends with the natural charge from an NBO analysis.
Cartesian coordinates (Å):
C: -3.09 -2.98 0.27  -0.702
C: -1.96 -1.98 -0.26  0.049
C: -0.58 -2.54 -0.67  -0.239
C: 0.53 -1.55 -1.15  -0.223
C: 0.15 -0.03 -1.18  -0.079
C: 1.26 1.03 -1.62  -0.481
C: 2.09 1.68 -0.42  -0.067
C: 1.64 2.54 0.63  0.188
O: 0.32 3.04 0.87  -0.372
N: -0.42 2.22 1.68  0.427
O: 0.24 1.65 2.48  -0.243
C: 3.01 2.84 1.44  0.740
O: 2.85 3.50 2.48  -0.519
O: 4.17 2.26 0.86  -0.488
C: 3.66 1.47 -0.23  0.761
O: 4.49 0.80 -0.87  -0.514
C: -1.25 0.52 -0.81  -0.237
C: -2.34 -0.47 -0.34  -0.222
H: -3.99 -2.90 -0.43  0.202
H: -3.48 -2.68 1.35  0.255
H: -2.63 -4.03 0.25  0.199
H: -0.30 -3.65 -0.64  0.227
H: 1.58 -1.87 -1.47  0.219
H: 2.03 0.45 -2.27  0.244
H: 0.84 1.85 -2.28  0.243
H: -1.42 1.64 -0.87  0.217
H: -3.36 -0.04 -0.07  0.240
I: -4.04 -2.76 3.27  -0.823

***

No. 2
This record from OMol25 describes a structure of composition C12H9N2O7Ru at a distorted geometry. The level of theory is ωB97M-V with the def2-TZVPD basis set.

Output
- energy (Eh) = -1193.4612
- HOMO level (alpha / beta) (eV) = -8.645 / -9.371
- expectation value of S² = 8.7614
- spin multiplicity = 6
- frontier orbital gap (alpha / beta) (eV) = 7.806 / 7.348
- strongest force on any atom (eV/Å) = 1.16
- charge = 0
- M (g/mol) = 394.3

Each line ends with the Löwdin charge.
Cartesian coordinates (Å):
Ru: 0.08 -0.06 -0.18  1.569
C: -1.01 2.07 0.38  -0.179
C: -1.77 0.99 0.90  -0.197
C: -1.03 0.42 1.97  -0.170
C: 0.16 1.17 2.13  -0.151
C: 0.18 2.17 1.14  -0.145
H: -1.31 2.73 -0.42  0.108
H: -2.76 0.70 0.59  0.109
H: -1.36 -0.38 2.61  0.108
H: 0.92 0.99 2.87  0.113
H: 0.95 2.91 1.00  0.111
O: -0.40 -2.14 -0.87  -0.086
C: -0.07 -2.53 -2.00  -0.168
C: -0.09 -1.76 -3.20  -0.124
C: 0.17 -2.44 -4.39  0.049
C: 0.06 -1.79 -5.58  -0.145
C: -0.32 -0.44 -5.64  0.024
C: -0.57 0.25 -4.48  0.016
C: -0.44 -0.37 -3.21  -0.326
O: -0.65 0.33 -2.14  -0.167
N: 0.34 -2.52 -6.82  -0.355
O: 0.80 -3.64 -6.73  0.073
O: 0.22 -1.92 -7.87  0.076
H: 0.23 -3.58 -2.11  0.141
H: 0.46 -3.48 -4.38  0.132
H: -0.42 0.03 -6.60  0.124
H: -0.87 1.29 -4.50  0.123
O: 2.30 0.45 -0.32  -0.112
N: 2.67 -0.44 0.54  -0.553
O: 3.80 -0.54 0.90  0.110
O: 1.73 -1.19 0.96  -0.106

***

No. 3
This record from OMol25 describes a structure of composition C13H10AlBr4N4O5 at a distorted geometry. The level of theory is ωB97M-V with the def2-TZVPD basis set.

Output
- energy (Eh) = -11635.4860
- HOMO level (eV) = -4.930
- spin multiplicity = 1
- frontier orbital gap (eV) = 7.274
- strongest force on any atom (eV/Å) = 1.18
- charge = -1
- M (g/mol) = 648.8

Each line ends with the natural charge from an NBO analysis.
Cartesian coordinates (Å):
Al: -0.19 0.27 0.49  1.916
N: -1.04 0.95 -1.42  -0.858
C: -1.00 2.40 -1.57  -0.306
C: -0.56 3.03 -0.23  0.651
O: -0.37 4.25 -0.16  -0.698
N: -0.40 2.14 0.73  -0.805
C: 0.14 2.60 1.98  -0.337
C: 0.76 1.41 2.70  0.793
O: 1.39 1.53 3.73  -0.651
O: 0.58 0.27 2.10  -0.866
H: -0.81 0.46 -2.28  0.391
H: -1.99 0.67 -1.17  0.411
H: -1.96 2.82 -1.86  0.203
H: -0.26 2.68 -2.32  0.198
H: -0.64 3.03 2.62  0.212
H: 0.91 3.36 1.81  0.221
Br: -1.56 -6.23 -0.87  0.062
C: -1.71 -4.44 -0.29  -0.175
C: -2.90 -3.93 0.17  -0.153
Br: -4.40 -5.08 0.33  0.058
C: -3.01 -2.58 0.53  -0.177
Br: -4.68 -1.85 1.07  0.050
C: -1.92 -1.74 0.47  0.255
O: -1.89 -0.46 0.75  -0.823
C: -0.68 -2.27 0.01  0.322
O: 0.30 -1.42 -0.06  -0.865
C: -0.60 -3.59 -0.37  -0.193
Br: 1.07 -4.19 -1.04  0.041
N: 2.62 -0.15 0.13  -0.279
C: 3.84 0.15 -0.32  -0.029
C: 3.68 1.19 -1.22  -0.348
C: 2.31 1.44 -1.24  -0.019
N: 1.69 0.62 -0.41  -0.318
H: 2.32 -0.85 0.79  0.458
H: 4.72 -0.36 0.00  0.220
H: 4.45 1.68 -1.79  0.225
H: 1.77 2.18 -1.79  0.215